1.
{"formula": "C30H45NO3P2SSn", "method": "wB97M-V/def2-TZVPD", "elements": ["Sn", "C", "C", "C", "C", "C", "C", "H", "H", "H", "C", "H", "H", "H", "C", "H", "H", "H", "C", "H", "H", "H", "C", "H", "H", "H", "C", "C", "C", "C", "C", "C", "C", "C", "H", "H", "H", "H", "H", "H", "H", "H", "H", "H", "H", "H", "P", "C", "C", "P", "C", "C", "C", "H", "H", "H", "H", "H", "H", "H", "H", "H", "H", "H", "H", "H", "H", "O", "S", "O", "N", "C", "O", "C", "C", "C", "C", "C", "C", "H", "H", "H", "H"], "xyz": [[-1.76, -0.86, -0.50], [3.48, 0.51, -1.75], [2.31, 1.23, -2.11], [3.41, 2.43, -0.49], [4.18, 1.27, -0.78], [2.27, 2.42, -1.33], [3.84, -0.83, -2.24], [3.61, -0.92, -3.31], [3.27, -1.61, -1.71], [4.91, -1.02, -2.09], [5.44, 0.89, -0.12], [6.05, 0.26, -0.78], [5.26, 0.32, 0.81], [6.03, 1.78, 0.15], [3.69, 3.44, 0.55], [3.45, 4.45, 0.19], [4.75, 3.42, 0.85], [3.09, 3.26, 1.46], [1.23, 3.46, -1.36], [1.67, 4.45, -1.22], [0.49, 3.31, -0.56], [0.70, 3.44, -2.32], [1.29, 0.80, -3.08], [1.75, 0.21, -3.88], [0.78, 1.66, -3.52], [0.52, 0.16, -2.61], [-2.26, -2.54, 0.48], [-1.93, -3.11, -0.79], [-1.86, -2.60, -2.19], [-3.13, -1.87, -2.71], [-3.28, -0.58, -1.91], [-3.80, -0.57, -0.56], [-4.57, -1.75, 0.03], [-3.67, -2.53, 1.02], [-1.47, -3.40, -2.85], [-4.01, -2.54, -2.72], [-1.02, -1.82, -2.25], [-4.03, -3.56, 1.18], [-1.49, -2.71, 1.25], [-1.40, -4.13, -0.72], [-3.67, -2.06, 2.02], [-5.46, -1.41, 0.58], [-4.08, 0.39, -0.12], [-4.93, -2.42, -0.77], [-2.96, -1.58, -3.76], [-3.38, 0.36, -2.46], [-0.12, -5.57, -0.89], [0.45, -4.99, 0.75], [0.97, -4.49, -1.88], [-4.67, 3.20, 1.42], [-4.72, 1.49, 1.73], [-3.55, 3.30, -0.06], [-3.53, 3.71, 2.79], [0.83, -3.96, 0.76], [1.24, -5.71, 1.02], [-0.37, -5.10, 1.46], [0.54, -4.38, -2.88], [1.91, -5.05, -1.97], [1.15, -3.49, -1.44], [-4.16, 4.19, 3.55], [-2.78, 4.43, 2.43], [-3.04, 2.83, 3.22], [-4.02, 1.11, 2.48], [-5.57, 0.86, 1.45], [-3.70, 4.29, -0.53], [-3.84, 2.52, -0.77], [-2.50, 3.18, 0.23], [-1.65, 0.72, 2.66], [-0.57, 1.19, 1.83], [-0.70, 2.49, 1.19], [-0.28, 0.04, 0.65], [0.91, -0.64, 0.70], [1.18, -1.57, -0.10], [1.72, -0.07, 1.76], [3.05, -0.34, 2.03], [3.71, 0.43, 2.97], [3.04, 1.46, 3.65], [1.70, 1.74, 3.38], [1.05, 0.96, 2.44], [3.52, -1.15, 1.47], [4.77, 0.24, 3.20], [3.57, 2.05, 4.40], [1.15, 2.53, 3.88]], "lowdin_charge": [1.33, -0.17, -0.22, -0.18, -0.21, -0.18, -0.01, 0.09, 0.08, 0.08, -0.04, 0.08, 0.05, 0.09, -0.02, 0.09, 0.08, 0.07, -0.02, 0.09, 0.06, 0.08, -0.04, 0.08, 0.08, 0.05, -0.34, -0.17, -0.27, -0.15, -0.26, -0.36, -0.17, -0.16, 0.12, 0.13, 0.09, 0.13, 0.12, 0.00, 0.12, 0.11, 0.04, 0.12, 0.13, 0.12, 1.09, -0.33, -0.32, 1.01, -0.03, -0.20, -0.24, 0.03, 0.06, 0.05, 0.04, 0.07, 0.03, 0.05, 0.06, 0.03, 0.04, 0.06, 0.06, 0.04, 0.03, -0.30, 0.69, -0.30, -0.19, -0.46, 0.02, -0.13, 0.02, -0.02, -0.02, -0.02, -0.22, 0.14, 0.13, 0.13, 0.13], "total_energy_ha": -2744.79099, "total_charge": 2, "mol_weight_da": 680.4, "relative_energy_kcal_mol": 118.93, "lumo_ev": [-8.5, -8.7]}


2.
{"formula": "C2H13O5", "method": "wB97M-V/def2-TZVPD", "elements": ["C", "O", "C", "H", "H", "H", "H", "H", "H", "H", "O", "H", "H", "O", "H", "H", "O", "H", "H", "O"], "xyz": [[-2.01, -0.42, -0.96], [-1.65, 0.71, -1.81], [-1.14, -1.65, -1.27], [-3.10, -0.50, -0.82], [-1.83, -0.24, 0.19], [-0.04, -1.53, -1.22], [-1.40, -2.00, -2.40], [-1.53, -2.53, -0.65], [1.69, 1.90, 2.53], [1.98, 1.13, 1.25], [2.23, 2.03, 1.77], [0.24, -0.86, 1.75], [-0.44, -2.16, 2.06], [-0.50, -1.24, 2.28], [1.14, 0.47, -0.31], [1.33, -1.33, 0.35], [1.36, -0.40, 0.67], [-0.70, 0.77, -1.58], [1.84, 1.72, -1.19], [1.03, 1.09, -1.24]], "lowdin_charge": [-0.33, -0.12, -0.12, 0.09, 0.12, 0.05, 0.10, 0.07, -0.01, 0.05, -0.15, -0.04, -0.01, -0.12, -0.04, 0.01, -0.36, 0.01, 0.05, -0.24], "total_energy_ha": -460.20824, "total_charge": -1, "mol_weight_da": 117.1, "relative_energy_kcal_mol": 28.23, "lumo_ev": 3.8}


3.
{"formula": "C7H6N2OS", "method": "wB97M-V/def2-TZVPD", "elements": ["C", "C", "C", "C", "C", "C", "O", "N", "C", "S", "N", "H", "H", "H", "H", "H", "H"], "xyz": [[-1.55, -0.94, 0.80], [-0.63, -0.09, 0.28], [0.77, -0.25, 0.00], [1.71, 0.69, -0.36], [2.92, -0.01, -0.55], [2.63, -1.32, -0.29], [1.34, -1.47, 0.05], [-1.26, 1.12, 0.03], [-2.61, 0.92, 0.28], [-3.65, -0.16, -0.73], [-2.80, -0.34, 0.88], [-1.43, -1.95, 1.13], [1.57, 1.75, -0.46], [3.86, 0.40, -0.84], [3.24, -2.20, -0.31], [-0.89, 1.84, -0.56], [-3.22, 2.02, 0.66]], "lowdin_charge": [-0.12, -0.20, -0.22, -0.01, -0.06, -0.11, 0.07, 0.06, -0.68, 0.77, -0.28, 0.12, 0.11, 0.10, 0.12, 0.14, 0.19], "total_energy_ha": -853.17907, "mol_weight_da": 166.2, "smiles": "C1=C(c2ccco2)N[C@H]2SN12", "relative_energy_kcal_mol": 51.25, "lumo_ev": 0.3}